{
  "formula": "C32H36BiClF3NO3P3S3",
  "method": "ωB97M-V with the def2-TZVPD basis set",
  "max_force_ev_per_a": 0.9,
  "charge": -1,
  "e_tot_ev": -128295.38932,
  "e_homo_ev": -4.510,
  "species": ["Bi", "S", "C", "C", "C", "C", "C", "C", "S", "H", "H", "H", "H", "C", "P", "C", "C", "C", "C", "C", "C", "C", "P", "C", "C", "H", "H", "H", "H", "H", "H", "H", "H", "H", "H", "H", "H", "H", "H", "H", "H", "F", "C", "F", "F", "C", "C", "C", "C", "N", "C", "S", "H", "H", "H", "C", "P", "C", "C", "O", "H", "H", "H", "H", "H", "H", "H", "H", "H", "Cl", "C", "C", "C", "C", "C", "C", "C", "O", "O", "H", "H", "H", "H"],
  "positions_angstrom": [[0.9908, -0.0953, 0.1508], [2.0567, 0.2258, 2.4640], [3.7131, 0.6861, 2.0665], [4.5896, 0.8615, 3.1446], [5.8998, 1.2614, 2.9616], [6.3689, 1.5092, 1.6779], [5.5246, 1.3209, 0.6001], [4.2037, 0.8900, 0.7669], [3.3045, 0.5710, -0.7191], [4.2033, 0.6717, 4.1384], [6.5540, 1.3798, 3.8169], [7.3882, 1.8383, 1.5164], [5.8777, 1.4905, -0.4102], [-2.6378, 0.2967, 4.3091], [-1.7769, 0.4826, 2.6702], [-2.1850, 2.2636, 2.4485], [-2.9979, -0.3980, 1.6253], [-4.2580, 0.1178, 1.3361], [-5.1666, -0.6059, 0.5860], [-4.8477, -1.8835, 0.1591], [-3.6028, -2.4185, 0.4339], [-2.6441, -1.6805, 1.1255], [-0.9194, -2.3094, 1.3286], [-1.2021, -3.1139, 2.9764], [-0.9176, -3.8221, 0.2775], [-3.6947, 0.5527, 4.2204], [-2.1537, 0.9862, 5.0031], [-2.5465, -0.7159, 4.6999], [-3.2047, 2.4858, 2.7720], [-2.0361, 2.5241, 1.4051], [-1.4777, 2.8332, 3.0529], [-4.5238, 1.1105, 1.6819], [-6.1283, -0.1750, 0.3337], [-5.5695, -2.4574, -0.4098], [-3.3590, -3.4064, 0.0650], [-2.1360, -3.6771, 2.9741], [-1.2364, -2.3453, 3.7464], [-0.3690, -3.7862, 3.1882], [-1.6582, -4.5540, 0.6064], [0.0756, -4.2706, 0.3376], [-1.0990, -3.5153, -0.7526], [3.5410, -3.6546, -3.5184], [3.0562, -4.4720, -2.5663], [3.8404, -5.5873, -2.6058], [1.8373, -4.8768, -2.9708], [3.0580, -3.8634, -1.1992], [3.8623, -4.3896, -0.2114], [3.8606, -3.8224, 1.0595], [3.0291, -2.7455, 1.2881], [2.2620, -2.2204, 0.3413], [2.2595, -2.7186, -0.9216], [1.3062, -1.8912, -2.0482], [4.4938, -5.2403, -0.4298], [4.4986, -4.2114, 1.8393], [2.9676, -2.2606, 2.2567], [1.0959, 2.4621, -2.6482], [1.2592, 3.3798, -1.0832], [2.8432, 4.2595, -1.2666], [-0.0134, 4.6742, -1.2206], [1.1604, 2.6727, 0.2248], [0.9817, 3.1690, -3.4713], [0.2179, 1.8245, -2.5955], [1.9807, 1.8524, -2.8137], [2.8728, 4.8291, -2.1961], [3.6333, 3.5102, -1.2602], [2.9769, 4.9256, -0.4142], [0.0627, 5.2098, -2.1667], [0.0919, 5.3681, -0.3868], [-0.9808, 4.1775, -1.1511], [-5.8070, 2.6649, -5.3913], [-4.6971, 2.0022, -4.2222], [-4.2989, 0.6806, -4.3355], [-3.3904, 0.1708, -3.4198], [-2.8818, 0.9735, -2.4087], [-3.3119, 2.2901, -2.3021], [-4.2253, 2.8138, -3.2037], [-1.8151, 0.4360, -1.4626], [-1.6058, -0.7843, -1.4611], [-1.1955, 1.3113, -0.7833], [-4.6910, 0.0664, -5.1348], [-3.0561, -0.8563, -3.4868], [-2.9188, 2.9034, -1.5031], [-4.5625, 3.8385, -3.1245]],
  "forces_ev_per_a": [[-0.30, 0.30, -0.02], [0.17, 0.22, 0.54], [0.06, -0.04, 0.03], [-0.04, -0.02, -0.09], [0.04, 0.01, 0.08], [0.03, 0.02, -0.03], [-0.03, -0.01, 0.04], [-0.01, 0.03, -0.10], [0.50, -0.01, -0.01], [0.05, 0.03, 0.04], [-0.01, 0.02, 0.01], [0.00, -0.01, 0.00], [0.05, -0.01, 0.01], [0.23, -0.02, -0.15], [-0.06, 0.12, 0.23], [0.01, -0.26, -0.06], [0.19, -0.61, -0.29], [0.17, 0.04, 0.03], [-0.21, 0.05, -0.04], [-0.13, -0.07, -0.05], [0.17, 0.07, 0.00], [-0.15, 0.57, 0.08], [-0.73, -0.41, 0.22], [0.42, 0.08, -0.14], [-0.05, 0.26, 0.10], [-0.02, 0.02, 0.02], [-0.04, -0.04, 0.08], [0.00, -0.01, 0.00], [0.04, 0.10, -0.06], [0.02, 0.08, -0.17], [-0.03, 0.01, -0.01], [-0.01, -0.02, 0.00], [0.00, 0.00, 0.02], [0.02, -0.01, -0.01], [-0.04, 0.06, -0.04], [0.00, 0.00, -0.01], [0.01, -0.03, 0.07], [0.01, 0.00, 0.09], [0.02, -0.01, -0.04], [0.01, 0.02, -0.02], [0.05, -0.06, -0.05], [-0.06, -0.04, 0.10], [0.12, -0.24, -0.24], [-0.05, 0.11, 0.03], [0.08, 0.08, 0.08], [-0.09, 0.17, 0.11], [-0.10, 0.06, -0.01], [0.05, -0.11, 0.00], [0.10, -0.05, 0.08], [0.05, -0.25, -0.25], [0.29, -0.19, 0.07], [-0.25, -0.09, -0.43], [-0.01, 0.01, 0.00], [-0.05, 0.03, 0.06], [0.00, 0.04, -0.01], [0.07, 0.01, 0.35], [0.04, 0.68, -0.38], [-0.30, -0.16, 0.08], [0.17, -0.25, 0.05], [-0.11, -0.30, -0.03], [0.01, 0.06, 0.04], [-0.09, -0.02, 0.01], [0.04, -0.04, -0.01], [0.01, 0.01, -0.01], [0.05, -0.02, 0.00], [0.01, 0.01, -0.01], [-0.01, 0.03, -0.01], [0.01, 0.00, 0.00], [-0.02, -0.01, -0.01], [-0.11, 0.03, -0.08], [0.06, -0.03, 0.10], [-0.02, 0.01, -0.03], [-0.06, -0.01, -0.04], [0.13, 0.02, 0.10], [-0.07, 0.00, -0.07], [-0.02, -0.01, 0.00], [0.01, 0.27, 0.06], [-0.04, -0.12, 0.03], [-0.28, -0.11, -0.05], [0.01, 0.01, -0.01], [0.04, 0.01, 0.05], [0.05, -0.03, 0.02], [-0.01, 0.01, -0.03]],
  "lowdin_charge": [1.2416, 0.4453, -0.6774, -0.1498, -0.1227, -0.1219, -0.1526, -0.6512, 0.5228, 0.0861, 0.0895, 0.0899, 0.0878, -0.2870, 0.8884, -0.2853, -0.3957, -0.0990, -0.0916, -0.0866, -0.0987, -0.3932, 0.8358, -0.2687, -0.2840, 0.0319, 0.0317, 0.0159, 0.0263, 0.0192, 0.0384, 0.0932, 0.0985, 0.0992, 0.0874, 0.0405, 0.0064, 0.0334, 0.0343, 0.0315, 0.0331, 0.1215, -0.5973, 0.0936, 0.1153, -0.1333, -0.0135, -0.0609, -0.1585, -0.1637, -0.7712, 0.5890, 0.1160, 0.0953, 0.0706, -0.1812, 0.5269, -0.1763, -0.1690, -0.4905, 0.0527, 0.0336, 0.0158, 0.0463, 0.0245, 0.0511, 0.0458, 0.0490, 0.0286, 0.6228, -0.6808, -0.1085, -0.0130, -0.1229, -0.0238, -0.1109, -0.6772, -0.0936, -0.2087, 0.0987, 0.1184, 0.0990, 0.0979]
}